Record 1
Molecular formula: C3H8O3RbS
Method: DFT, ωB97M-V with the def2-TZVPD basis set

Last column: Mulliken charge in e.
Atoms and positions in Å:
Rb (-2.269, -0.927, 5.567)  0.998
S (1.149, -0.183, 0.272)  1.105
O (2.193, 0.831, 0.176)  -0.570
O (0.168, -0.186, -1.102)  -0.255
O (0.232, -0.262, 1.439)  -0.601
C (1.967, -1.868, 0.059)  -0.904
C (-1.801, 1.262, -0.426)  -0.937
C (-0.594, 0.941, -1.369)  -0.439
H (-2.290, 2.153, -0.818)  0.373
H (-1.064, 0.846, -2.348)  0.302
H (-1.594, 1.404, 0.635)  0.268
H (2.639, -1.695, -0.782)  0.327
H (0.022, 1.818, -1.570)  0.372
H (1.229, -2.639, -0.160)  0.317
H (2.612, -2.021, 0.924)  0.367
H (-2.601, 0.525, -0.498)  0.277

Properties
Calculated total energy in Ha: -766.85239
Net charge: +1
2S+1: 1
LUMO energy in eV: -4.30
Maximum force in eV/Å: 3.073

Record 2
Molecular formula: C3H8O3S
Method: DFT, ωB97M-V with the def2-TZVPD basis set

Last column: Mulliken charge in e.
Atoms and positions in Å:
S (2.778, -0.975, -1.030)  -0.243
O (-1.398, -0.263, 0.863)  -0.434
O (-0.199, 2.966, 1.527)  -0.606
O (-2.518, -1.167, -0.902)  -0.562
C (-1.449, -0.833, -0.388)  0.449
C (-0.058, -0.539, -1.084)  -0.577
C (1.098, -1.138, -0.240)  -0.556
H (1.001, -0.584, 0.807)  0.277
H (-0.871, 2.926, 2.195)  0.299
H (0.007, 0.651, -0.977)  0.251
H (1.095, -2.206, -0.006)  0.372
H (0.528, 3.172, 2.200)  0.317
H (-0.032, -0.734, -2.052)  0.570
H (2.277, -0.775, -2.267)  0.115
H (-2.259, -0.502, 1.354)  0.329

Properties
Calculated total energy in Ha: -742.98102
2S+1: 1
LUMO energy in eV: 0.42
Maximum force in eV/Å: 6.393

Record 3
Molecular formula: C3H8O4
Method: DFT, ωB97M-V with the def2-TZVPD basis set

Last column: Mulliken charge in e.
Atoms and positions in Å:
O (0.019, -1.915, 1.483)  -0.368
O (2.362, -0.082, -0.081)  -0.524
O (-1.973, 0.780, 0.638)  -0.518
O (0.559, -1.494, 0.187)  -0.269
C (-1.382, 0.336, -0.564)  -0.558
C (0.995, -0.128, 0.309)  -0.070
C (0.156, 0.747, -0.604)  -0.380
H (0.495, 0.664, -1.642)  0.393
H (0.278, 1.795, -0.307)  0.236
H (0.944, 0.208, 1.350)  0.408
H (-1.866, 0.825, -1.415)  0.339
H (-2.212, 1.713, 0.526)  0.317
H (-1.581, -0.730, -0.685)  0.296
H (0.827, -2.347, 1.812)  0.349
H (2.379, -0.373, -1.008)  0.351

Properties
Calculated total energy in Ha: -419.94520
2S+1: 1
LUMO energy in eV: 0.83
Maximum force in eV/Å: 1.816

Record 4
Molecular formula: C3H8O4
Method: DFT, ωB97M-V with the def2-TZVPD basis set

Last column: Mulliken charge in e.
Atoms and positions in Å:
O (1.633, 0.255, 0.735)  -0.473
O (2.643, -0.352, -0.087)  -0.351
O (-1.595, -1.421, 0.136)  -0.675
O (0.092, 0.028, -1.473)  -0.430
C (-0.197, 0.106, -0.172)  1.252
C (0.101, -1.030, 0.629)  -0.370
C (-0.935, 1.293, 0.347)  -1.515
H (-0.221, 0.816, -1.935)  0.357
H (-0.077, -0.984, 1.689)  0.266
H (2.718, 0.271, -0.824)  0.294
H (-1.717, 1.592, -0.354)  0.432
H (-1.400, 1.069, 1.302)  0.319
H (-0.223, 2.109, 0.482)  0.381
H (-1.521, -1.926, -0.686)  0.272
H (0.698, -1.825, 0.210)  0.240

Properties
Calculated total energy in Ha: -419.84428
2S+1: 1
LUMO energy in eV: 0.33
Maximum force in eV/Å: 2.445

Record 5
Molecular formula: C3H8O4
Method: DFT, ωB97M-V with the def2-TZVPD basis set

Last column: Mulliken charge in e.
Atoms and positions in Å:
O (-0.668, -0.086, 2.741)  -0.455
O (0.025, -1.369, 1.060)  -0.651
O (0.375, 1.177, -1.783)  -0.574
O (-0.129, -1.396, -1.834)  -0.638
C (-0.425, 0.908, 0.538)  -0.382
C (0.815, 1.037, -0.443)  -0.539
C (-0.276, -0.273, 1.479)  0.541
H (-0.561, -0.937, 3.199)  0.352
H (1.493, 1.866, -0.241)  0.362
H (-0.148, -2.155, -2.420)  0.289
H (-0.507, 1.875, 1.010)  0.285
H (1.355, 0.102, -0.290)  0.330
H (0.166, 0.255, -2.031)  0.426
H (-1.294, 0.697, -0.081)  0.316
H (-0.222, -1.701, -0.903)  0.337

Properties
Calculated total energy in Ha: -420.07960
2S+1: 1
LUMO energy in eV: 0.55
Maximum force in eV/Å: 1.670

Record 6
Molecular formula: C3H8O5
Method: DFT, ωB97M-V with the def2-TZVPD basis set

Last column: Mulliken charge in e.
Atoms and positions in Å:
O (-1.015, -1.278, 1.194)  -0.486
O (1.374, 0.321, 1.318)  -0.568
O (-0.413, -2.399, -0.729)  -0.485
O (-1.949, -0.688, -0.864)  -0.468
O (2.072, 0.477, -0.855)  -0.476
C (-0.845, -1.206, -0.173)  0.498
C (1.110, 0.768, 0.049)  0.556
C (0.339, 2.025, -0.155)  -1.076
H (-2.536, -0.248, -0.245)  0.288
H (-1.127, -2.200, 1.466)  0.254
H (0.980, 2.894, 0.028)  0.362
H (-0.686, -2.406, -1.652)  0.310
H (-0.022, 2.071, -1.177)  0.299
H (-0.497, 2.061, 0.539)  0.252
H (0.559, -0.001, 1.736)  0.416
H (2.657, -0.191, -0.480)  0.324

Properties
Calculated total energy in Ha: -495.20218
2S+1: 1
LUMO energy (alpha / beta) in eV: 0.65 / 0.30
Maximum force in eV/Å: 2.336

Record 7
Molecular formula: C3H8OS
Method: DFT, ωB97M-V with the def2-TZVPD basis set

Last column: Löwdin spin population.
Atoms and positions in Å:
S (-0.246, 2.266, -1.942)  0.046
O (0.762, -0.655, 0.988)  0.294
C (0.394, 2.772, -0.306)  0.013
C (-0.312, -2.752, 0.642)  0.102
C (0.008, -1.324, 0.269)  0.411
H (0.601, -2.984, 1.204)  0.013
H (1.081, 3.615, -0.381)  0.001
H (-1.172, -2.820, 1.318)  0.025
H (0.863, 1.978, 0.269)  0.000
H (-0.404, -3.480, -0.171)  0.011
H (-0.289, -0.973, -0.772)  0.059
H (-0.815, 1.208, -1.385)  0.022
H (-0.470, 3.149, 0.268)  0.003

Properties
Expectation value of S²: 0.753
Calculated total energy in Ha: -592.46017
Net charge: -1
2S+1: 2
LUMO energy (alpha / beta) in eV: 3.47 / 3.40
Maximum force in eV/Å: 3.585

Record 8
Molecular formula: C3H8OS
Method: DFT, ωB97M-V with the def2-TZVPD basis set

Last column: Löwdin spin population.
Atoms and positions in Å:
S (-1.670, 0.075, -1.103)  0.584
O (2.680, -0.457, 0.738)  0.017
C (0.123, -0.376, 0.909)  0.006
C (-1.084, 0.488, 0.554)  0.084
C (1.375, 0.144, 0.234)  0.027
H (1.346, 1.223, 0.204)  0.003
H (-0.779, 1.603, 0.608)  0.004
H (-1.906, 0.459, 1.270)  0.017
H (0.107, -1.442, 0.479)  0.002
H (-0.921, -0.394, -2.195)  0.220
H (3.283, -0.067, 0.046)  0.005
H (1.361, -0.064, -0.872)  0.027
H (0.302, -0.396, 2.018)  0.004

Properties
Expectation value of S²: 0.751
Calculated total energy in Ha: -592.43051
Net charge: -1
2S+1: 2
LUMO energy (alpha / beta) in eV: 3.52 / 3.43
Maximum force in eV/Å: 2.819

Record 9
Molecular formula: C3H8OS
Method: DFT, ωB97M-V with the def2-TZVPD basis set

Last column: Mulliken charge in e.
Atoms and positions in Å:
S (1.186, -1.093, -0.891)  -0.228
O (-2.951, 0.386, 1.169)  -0.443
C (-0.843, 1.460, 0.571)  -0.629
C (-2.011, 0.376, 0.407)  0.159
C (2.539, -0.001, -0.302)  -0.759
H (0.155, 1.216, 1.028)  0.182
H (-1.788, -0.558, -0.139)  0.276
H (-0.516, 1.490, -0.553)  0.187
H (3.535, -0.273, -0.739)  0.321
H (2.320, 1.054, -0.685)  0.227
H (1.348, -2.056, 0.099)  0.145
H (2.674, 0.070, 0.813)  0.285
H (-1.199, 2.442, 1.026)  0.275

Properties
Calculated total energy in Ha: -592.46877
2S+1: 1
LUMO energy in eV: 0.65
Maximum force in eV/Å: 4.127

Record 10
Molecular formula: C3H8OS
Method: DFT, ωB97M-V with the def2-TZVPD basis set

Last column: Löwdin spin population.
Atoms and positions in Å:
S (-4.250, 0.826, -0.062)  0.839
O (2.685, -2.090, -0.781)  0.000
C (3.286, -0.873, 1.123)  0.000
C (-2.941, 1.931, -0.877)  0.078
C (2.654, -1.897, 0.640)  0.000
H (-4.768, 1.700, 0.675)  0.039
H (3.520, -0.115, 0.335)  0.000
H (3.230, -0.308, 1.999)  0.000
H (-3.383, 2.722, -1.508)  0.023
H (-2.317, 2.538, -0.091)  0.023
H (2.093, -2.771, 0.972)  0.000
H (-2.097, 1.333, -1.373)  -0.001
H (2.287, -2.995, -1.052)  0.000

Properties
Expectation value of S²: 0.753
Calculated total energy in Ha: -592.08584
Net charge: +1
2S+1: 2
LUMO energy (alpha / beta) in eV: -4.75 / -9.79
Maximum force in eV/Å: 4.243

Record 11
Molecular formula: C3H8OS2
Method: DFT, ωB97M-V with the def2-TZVPD basis set

Last column: Mulliken charge in e.
Atoms and positions in Å:
S (-1.682, -3.589, -2.348)  -0.046
S (-1.607, -1.687, -1.699)  -0.217
O (3.115, 1.731, 1.757)  -0.467
C (2.503, 2.678, 1.332)  0.128
C (-3.062, -4.325, -1.371)  -0.716
C (2.705, 4.072, 1.909)  -0.830
H (-3.836, -4.596, -2.076)  0.264
H (-3.411, -3.613, -0.644)  0.292
H (-2.423, -1.072, -2.576)  0.156
H (3.479, 4.489, 1.296)  0.249
H (1.832, 2.549, 0.478)  0.339
H (1.793, 4.655, 1.926)  0.300
H (-2.633, -5.156, -0.829)  0.267
H (3.227, 3.865, 2.846)  0.281

Properties
Calculated total energy in Ha: -990.68589
2S+1: 1
LUMO energy in eV: 0.57
Maximum force in eV/Å: 1.774

Record 12
Molecular formula: C3H8OS2
Method: DFT, ωB97M-V with the def2-TZVPD basis set

Last column: Mulliken charge in e.
Atoms and positions in Å:
S (-2.214, 1.312, -1.127)  -0.204
S (-1.085, 1.697, 0.568)  -0.041
O (-0.057, -2.073, -0.808)  -0.437
C (0.624, -2.925, -0.302)  0.125
C (-1.384, 3.412, 0.847)  -0.840
C (2.065, -2.635, 0.081)  -0.847
H (2.390, -1.695, -0.356)  0.266
H (-1.136, 1.264, -1.957)  0.165
H (-0.815, 3.897, 1.636)  0.303
H (-1.113, 3.929, -0.091)  0.297
H (0.224, -3.942, -0.205)  0.347
H (2.697, -3.417, -0.353)  0.286
H (-2.420, 3.760, 0.909)  0.312
H (2.225, -2.587, 1.158)  0.269

Properties
Calculated total energy in Ha: -990.68364
2S+1: 1
LUMO energy in eV: 0.73
Maximum force in eV/Å: 2.904